Version i
C2H2OS in the gas phase, computed with the ωB97M-V functional and the def2-TZVPD basis.

Output
Kohn-Sham gap in eV: 8.74
Structure (SMILES): OC#CS
HOMO level in Ha: -0.3138

Geometry as ORCA input:
```
! wB97M-V def2-TZVPD RIJCOSX def2/J DEFGRID3
* xyz 0 1
O -1.903 -0.779 0.078
C -0.592 -0.651 0.128
C 0.593 -0.726 -0.219
S 2.321 -0.379 0.001
H -2.030 -1.528 -0.562
H 2.168 0.580 0.831
*
```

Version ii
C2H2OS in the gas phase, computed with the ωB97M-V functional and the def2-TZVPD basis.

Output
Kohn-Sham gap in eV: 7.92
Structure (SMILES): O=CC=S
HOMO level in Ha: -0.3556

Geometry as ORCA input:
```
! wB97M-V def2-TZVPD RIJCOSX def2/J DEFGRID3
* xyz 0 1
O -1.817 0.047 -0.025
C -0.667 0.405 0.007
C 0.515 -0.483 0.002
S 2.022 0.111 -0.005
H -0.387 1.473 0.037
H 0.335 -1.553 -0.016
*
```

Quick look at relative energies in eV: version i 1.797; version ii 0.000.

Version i
A molecular structure, C20H27Cl3F3N2PdSi2, computed with the ωB97M-V functional and the def2-TZVPD basis.

Output
Kohn-Sham gap in eV: 7.87
HOMO level in Ha: -0.1883

Geometry as ORCA input:
```
! wB97M-V def2-TZVPD RIJCOSX def2/J DEFGRID3
* xyz -1 1
Pd -0.648 -0.471 0.588
C 0.905 -0.788 1.878
Si 2.422 0.152 1.364
C 2.677 0.382 -0.517
N 1.603 1.045 -1.253
C 1.447 2.480 -0.946
C 1.839 3.402 -2.105
C 3.123 2.899 -2.755
C 2.900 1.495 -3.346
C 1.688 0.817 -2.688
C 3.986 -0.799 1.874
C 4.918 -0.332 2.803
C 6.037 -1.081 3.149
C 6.251 -2.320 2.566
C 5.337 -2.808 1.641
C 4.220 -2.057 1.304
C 2.563 1.845 2.189
C 1.597 2.308 3.080
C 1.682 3.575 3.645
C 2.748 4.404 3.334
C 3.730 3.960 2.456
C 3.632 2.697 1.892
H 0.681 -0.591 2.930
H 1.150 -1.850 1.806
H 2.778 -0.631 -0.922
H 3.657 0.867 -0.684
H 2.089 2.725 -0.098
H 0.423 2.686 -0.630
H 1.959 4.417 -1.721
H 1.042 3.446 -2.854
H 3.904 2.862 -1.989
H 3.472 3.593 -3.523
H 3.791 0.880 -3.198
H 2.734 1.549 -4.426
H 1.700 -0.255 -2.872
H 0.769 1.204 -3.144
H 4.765 0.633 3.273
H 6.741 -0.695 3.877
H 7.123 -2.906 2.833
H 5.491 -3.779 1.185
H 3.510 -2.459 0.592
H 0.753 1.678 3.334
H 0.905 3.914 4.319
H 2.815 5.394 3.769
H 4.568 4.601 2.207
H 4.402 2.370 1.199
F -0.966 -3.142 -0.515
C -0.044 -2.110 -0.627
F 1.160 -2.749 -0.451
F -0.057 -1.869 -2.005
N -2.241 -0.290 -0.876
H -2.908 0.459 -0.743
H -2.737 -1.174 -0.876
H -1.767 -0.193 -1.767
Cl -3.902 0.264 1.886
Si -1.796 0.672 2.170
Cl -1.644 0.275 4.245
Cl -1.889 2.795 2.226
*
```

Version ii
A molecular structure, C20H27Cl3F3N2PdSi2, computed with the ωB97M-V functional and the def2-TZVPD basis.

Output
Kohn-Sham gap (spin up / spin down) in eV: 6.22 / 6.06
HOMO level (spin up / spin down) in Ha: -0.1373 / -0.1293

Geometry as ORCA input:
```
! wB97M-V def2-TZVPD RIJCOSX def2/J DEFGRID3
* xyz -1 1
Pd -2.146 0.719 -0.647
C -1.656 -0.168 1.376
Si 0.158 -0.463 1.249
C 0.598 -1.194 -0.469
N -0.131 -0.502 -1.535
C 0.569 0.737 -1.989
C 1.011 0.678 -3.451
C 1.684 -0.661 -3.741
C 0.698 -1.822 -3.507
C -0.495 -1.370 -2.650
C 0.687 -1.778 2.521
C 1.311 -1.433 3.723
C 1.503 -2.366 4.732
C 1.073 -3.675 4.564
C 0.460 -4.044 3.374
C 0.271 -3.104 2.373
C 1.202 1.068 1.597
C 0.611 2.269 1.989
C 1.380 3.394 2.250
C 2.761 3.337 2.128
C 3.369 2.147 1.747
C 2.593 1.028 1.486
H -1.991 0.532 2.139
H -2.283 -1.056 1.369
H 0.280 -2.242 -0.458
H 1.683 -1.204 -0.659
H 1.458 0.878 -1.366
H -0.062 1.613 -1.843
H 1.697 1.505 -3.644
H 0.152 0.812 -4.113
H 2.546 -0.763 -3.074
H 2.068 -0.685 -4.763
H 1.213 -2.657 -3.027
H 0.307 -2.193 -4.459
H -1.013 -2.241 -2.247
H -1.215 -0.835 -3.267
H 1.647 -0.412 3.870
H 1.985 -2.072 5.657
H 1.210 -4.402 5.355
H 0.120 -5.063 3.231
H -0.228 -3.404 1.456
H -0.467 2.330 2.084
H 0.894 4.318 2.535
H 3.363 4.216 2.323
H 4.447 2.093 1.652
H 3.079 0.100 1.198
F -4.844 0.101 -1.335
C -3.704 -0.652 -1.091
F -4.094 -1.536 -0.119
F -3.613 -1.439 -2.226
N -2.735 1.537 -3.024
H -2.496 2.522 -3.066
H -3.721 1.479 -2.789
H -2.610 1.129 -3.942
Cl -4.094 4.176 -0.959
Si -2.661 2.933 0.040
Cl -2.936 3.701 2.012
Cl -0.896 4.083 -0.573
*
```

Quick look at relative energies in eV: version i 0.000; version ii 1.884.

Version i
A molecular structure, C3H7IN3, computed with the ωB97M-V functional and the def2-TZVPD basis.

Output
Kohn-Sham gap (spin up / spin down) in eV: 7.12 / 7.12
HOMO level (spin up / spin down) in Ha: -0.5057 / -0.5055

Geometry as ORCA input:
```
! wB97M-V def2-TZVPD RIJCOSX def2/J DEFGRID3
* xyz 1 1
C -0.314 0.997 -0.027
C 0.140 -1.544 -0.204
C -0.735 -0.419 0.453
N 0.883 1.337 -0.239
N 1.887 -0.173 -0.763
N -1.237 1.900 -0.052
I 3.537 -0.488 0.213
H 1.038 -1.072 -0.814
H -0.317 -1.890 -1.171
H 0.588 -2.222 0.490
H -1.866 -0.535 0.209
H -0.761 -0.521 1.492
H -1.983 1.754 0.496
H -0.858 2.876 -0.085
*
```

Version ii
2 unconnected molecules or ions with the total composition C3H7IN3, computed with the ωB97M-V functional and the def2-TZVPD basis.

Output
Kohn-Sham gap (spin up / spin down) in eV: 4.27 / 4.29
HOMO level (spin up / spin down) in Ha: -0.4708 / -0.4730

Geometry as ORCA input:
```
! wB97M-V def2-TZVPD RIJCOSX def2/J DEFGRID3
* xyz 1 1
C 1.543 -0.657 1.337
C 0.862 -0.797 -0.768
C -1.287 0.196 -0.054
N 1.670 -1.427 0.309
N 0.773 0.396 1.278
N 0.153 0.359 -0.008
I 1.954 3.109 2.685
H 2.217 -0.755 2.151
H 1.373 -0.413 -1.654
H -0.005 -1.374 -1.159
H -1.706 1.004 0.586
H -1.603 0.051 -1.128
H -1.633 -0.857 0.230
H 0.312 1.349 -0.508
*
```

Version iii
A molecular structure, C3H7IN3, computed with the ωB97M-V functional and the def2-TZVPD basis.

Output
Kohn-Sham gap in eV: 8.20
HOMO level in Ha: -0.4732

Geometry as ORCA input:
```
! wB97M-V def2-TZVPD RIJCOSX def2/J DEFGRID3
* xyz 1 1
C 1.161 1.406 0.041
C 0.303 -0.898 0.586
C -1.675 -0.261 -0.717
N -0.100 1.386 0.304
N 1.755 0.224 -0.025
N -0.688 0.055 0.330
I 3.633 -0.285 -0.096
H 1.750 2.346 -0.045
H 0.230 -1.720 -0.046
H 0.495 -1.267 1.697
H -2.362 -1.114 -0.335
H -2.122 0.661 -1.245
H -1.150 -0.669 -1.673
H -1.232 0.137 1.223
*
```

Quick look at relative energies in eV: version i 2.210; version ii 1.109; version iii 0.000.

Version i
A molecular structure, C9H13N2, computed with the ωB97M-V functional and the def2-TZVPD basis.

Output
Kohn-Sham gap in eV: 8.28
HOMO level in Ha: -0.4250

Geometry as ORCA input:
```
! wB97M-V def2-TZVPD RIJCOSX def2/J DEFGRID3
* xyz 1 1
C 1.674 -1.801 1.988
C 2.233 -0.740 1.206
C 0.327 -1.829 2.119
C 1.410 0.227 0.805
C -0.704 -0.845 1.704
C -0.040 0.270 0.863
C -0.622 0.851 -2.614
C 0.610 0.481 -3.257
C -0.778 1.132 0.161
N -1.731 0.992 -2.347
N -2.187 1.071 -0.013
H 2.291 -2.399 2.596
H 3.195 -0.512 0.987
H -0.004 -2.729 2.574
H 1.774 1.033 0.299
H -1.089 -0.319 2.529
H 0.439 -0.010 -4.183
H 1.231 1.356 -3.476
H 1.186 -0.086 -2.497
H -0.344 1.950 -0.263
H -1.435 -1.420 1.118
H -2.397 1.070 -1.172
H -2.503 1.977 0.392
H -2.536 0.280 0.481
*
```

Version ii
2 unconnected molecules or ions with the total composition C9H13N2, computed with the ωB97M-V functional and the def2-TZVPD basis.

Output
Kohn-Sham gap in eV: 7.38
HOMO level in Ha: -0.4453

Geometry as ORCA input:
```
! wB97M-V def2-TZVPD RIJCOSX def2/J DEFGRID3
* xyz 1 1
C -3.986 0.011 -0.148
C -3.172 1.149 0.002
C -3.493 -1.221 -0.405
C -1.746 1.108 0.039
C -2.103 -1.255 -0.397
C -1.219 -0.187 -0.082
C 0.980 -1.101 -0.764
C 0.887 0.586 0.938
C 0.222 -0.259 -0.040
N 4.379 -0.032 -0.299
N 2.142 0.685 1.143
H -4.968 0.175 0.142
H -3.537 2.152 0.270
H -4.081 -2.046 -0.702
H -1.197 2.086 0.198
H -1.742 -2.245 -0.695
H 2.087 -1.055 -0.599
H 0.591 -1.775 -1.537
H 0.320 1.207 1.689
H 4.474 0.708 -0.995
H 4.906 -0.787 -0.620
H 2.288 1.491 1.727
H 4.963 0.264 0.550
H 3.004 0.340 0.584
*
```

Version iii
A gas-phase ion, C9H13N2 (charge +1), computed with the ωB97M-V functional and the def2-TZVPD basis.

Output
Kohn-Sham gap in eV: 8.62
Structure (SMILES): CN1C=CC=C2CC[N+](C)=C21
HOMO level in Ha: -0.4454

Geometry as ORCA input:
```
! wB97M-V def2-TZVPD RIJCOSX def2/J DEFGRID3
* xyz 1 1
C 2.095 -1.127 -0.573
N 1.326 0.120 -0.716
C 1.639 1.142 -1.576
C 0.795 2.171 -1.984
C -0.425 2.452 -1.397
C -0.911 1.469 -0.531
C -1.961 1.355 0.441
C -1.956 -0.183 0.705
N -0.544 -0.572 0.735
C -0.305 -1.747 1.508
C 0.167 0.181 -0.123
H 2.704 -1.396 -1.465
H 2.707 -1.327 0.346
H 1.336 -1.870 -0.529
H 2.696 1.038 -1.935
H 1.094 2.889 -2.698
H -0.802 3.402 -1.674
H -1.737 1.782 1.413
H -2.874 1.745 0.079
H -2.476 -0.571 1.665
H -2.404 -0.869 -0.126
H 0.757 -1.799 1.894
H -1.048 -1.631 2.484
H -0.401 -2.729 0.991
*
```

Quick look at relative energies in eV: version i 1.561; version ii 0.000; version iii 0.861.

Version i
C3H6FNOS in the gas phase, computed with the ωB97M-V functional and the def2-TZVPD basis.

Output
Kohn-Sham gap in eV: 10.13
Structure (SMILES): NC(=O)SCCF
HOMO level in Ha: -0.3494

Geometry as ORCA input:
```
! wB97M-V def2-TZVPD RIJCOSX def2/J DEFGRID3
* xyz 0 1
N -2.400 -0.872 -0.719
C -1.324 -0.326 -0.077
O -1.000 -0.614 1.042
S -0.307 0.791 -1.091
C 0.965 1.028 0.192
C 1.768 -0.180 0.384
F 2.542 -0.419 -0.817
H -2.715 -0.473 -1.619
H -3.122 -1.180 -0.089
H 1.524 1.953 -0.181
H 0.347 1.329 1.110
H 2.494 0.014 1.192
H 1.229 -1.050 0.675
*
```

Version ii
C3H6FNOS in the gas phase, computed with the ωB97M-V functional and the def2-TZVPD basis.

Output
Kohn-Sham gap in eV: 10.06
Structure (SMILES): OC[C@H](F)/C=N/S
HOMO level in Ha: -0.3569

Geometry as ORCA input:
```
! wB97M-V def2-TZVPD RIJCOSX def2/J DEFGRID3
* xyz 0 1
O -0.463 0.022 -2.127
C 0.696 -0.003 -1.322
C 0.746 0.889 -0.093
F 2.132 0.954 0.196
C 0.040 0.286 1.079
N -0.893 -0.565 0.850
S -1.827 -1.057 2.302
H -1.213 -0.126 -1.392
H 1.725 0.214 -1.816
H 0.944 -1.008 -0.959
H 0.367 1.855 -0.416
H 0.067 0.855 2.067
H -2.322 -2.317 1.631
*
```

Quick look at relative energies in eV: version i 0.000; version ii 2.614.

Version i
2 unconnected molecules or ions with the total composition Cl2HNS, computed with the ωB97M-V functional and the def2-TZVPD basis.

Output
Kohn-Sham gap in eV: 7.52
Structure (SMILES): S=NCl.Cl
HOMO level in Ha: -0.3426

Geometry as ORCA input:
```
! wB97M-V def2-TZVPD RIJCOSX def2/J DEFGRID3
* xyz 0 1
S -1.160 -1.075 0.555
N 0.306 -0.860 0.168
Cl 1.563 -1.824 0.837
Cl 0.182 1.836 -1.122
H -0.891 1.923 -0.437
*
```

Version ii
A molecular structure, Cl2HNS, computed with the ωB97M-V functional and the def2-TZVPD basis.

Output
Kohn-Sham gap in eV: 9.13
HOMO level in Ha: -0.3587

Geometry as ORCA input:
```
! wB97M-V def2-TZVPD RIJCOSX def2/J DEFGRID3
* xyz 0 1
N 0.358 0.209 0.216
S -1.171 0.057 -0.542
Cl 1.656 -0.987 -0.133
Cl -0.129 -0.232 1.865
H -0.713 0.953 -1.407
*
```

Quick look at relative energies in eV: version i 0.000; version ii 0.573.